No. 1
An isolated ion of composition C6H5ClO2P and charge -1 at a distorted geometry, computed with ωB97M-V with the def2-TZVPD basis set.

Results
- SMILES = O=C1C=CC=CC1=[P@@H]([O-])Cl
- energy above the lowest of the compared OMol25 structures with the same formula, charge and spin (kJ/mol) = 0.0
- total charge = -1
- E_LUMO (eV) = 3.57
- gap between HOMO and LUMO (eV) = 7.106

Last column: natural (NBO) charge in e.
CARTESIAN COORDINATES (ANGSTROEM)
H 2.21 -1.74 0.86  0.19
O -0.60 2.21 -0.99  -0.73
C 1.31 1.43 0.11  -0.34
C -0.02 1.26 -0.43  0.45
H 1.68 2.44 0.11  0.20
C 2.07 0.40 0.57  -0.19
H -2.85 0.34 -1.42  -0.09
C 1.58 -0.92 0.55  -0.36
H -0.14 -2.13 0.17  0.21
Cl -3.29 -0.13 1.12  -0.35
C -0.54 -0.09 -0.29  -0.64
O -2.51 -1.98 -0.89  -1.11
C 0.28 -1.13 0.16  -0.14
P -2.24 -0.57 -0.56  1.71
H 3.07 0.59 0.94  0.19

***

No. 2
A 2-piece molecular cluster, C6H5F overall at a distorted geometry, computed with ωB97M-V with the def2-TZVPD basis set.

Results
- energy above the lowest of the compared OMol25 structures with the same formula, charge and spin (kJ/mol) = 721.4
- total charge = 0
- E_LUMO (eV) = -0.21
- gap between HOMO and LUMO (eV) = 8.924

Last column: natural (NBO) charge in e.
CARTESIAN COORDINATES (ANGSTROEM)
C 0.94 2.60 -0.66  -0.11
H -0.85 -2.17 -1.32  0.18
H -2.00 -1.06 0.44  0.24
H -0.53 -0.91 1.63  0.25
H -1.26 -2.99 0.35  0.13
F 0.74 -2.37 -0.03  -0.33
C -0.52 -2.16 -0.23  0.08
C 1.55 3.74 -0.35  -0.23
H 2.72 4.52 0.19  0.33
C -0.88 -0.96 0.56  -0.50
C 0.30 1.33 -0.61  -0.14
C -0.21 0.41 0.03  0.10

***

No. 3
One molecule with the formula C6H5F2NO at a distorted geometry, computed with ωB97M-V with the def2-TZVPD basis set.

Results
- SMILES = N#C[C@]12OCC[C@H]1C2(F)F
- energy above the lowest of the compared OMol25 structures with the same formula, charge and spin (kJ/mol) = 0.0
- total charge = 0
- E_LUMO (eV) = 0.65
- gap between HOMO and LUMO (eV) = 11.003

Last column: natural (NBO) charge in e.
CARTESIAN COORDINATES (ANGSTROEM)
F 0.74 -1.92 -0.81  -0.31
C -1.32 0.50 -0.81  -0.08
C 0.86 0.48 -0.15  0.11
H -1.87 0.20 -1.65  0.20
C 1.19 -1.00 0.04  0.67
N 2.61 2.34 0.30  -0.27
H -1.86 1.51 -0.66  0.19
F 2.21 -1.48 0.77  -0.30
H 0.10 -0.26 1.98  0.26
C 1.82 1.53 0.10  0.26
H -1.39 -1.51 -0.01  0.23
C -1.31 -0.55 0.27  -0.42
O 0.08 0.80 -1.21  -0.47
H -1.98 -0.25 0.98  0.22
C 0.12 -0.40 0.88  -0.29

***

No. 4
One molecule with the formula C6H5F3S at a distorted geometry, computed with ωB97M-V with the def2-TZVPD basis set.

Results
- SMILES = FC(F)[C@H](F)c1cccs1
- energy above the lowest of the compared OMol25 structures with the same formula, charge and spin (kJ/mol) = 0.0
- total charge = 0
- E_LUMO (eV) = 0.73
- gap between HOMO and LUMO (eV) = 9.882

Last column: natural (NBO) charge in e.
CARTESIAN COORDINATES (ANGSTROEM)
F -3.04 1.32 -0.51  -0.32
C 0.09 -0.36 -0.22  -0.27
C 2.16 -1.30 0.52  -0.43
F -1.86 -1.38 -0.80  -0.33
H 2.99 0.62 0.85  0.22
H 0.81 1.57 -0.20  0.21
H -1.44 1.76 0.51  0.14
C -1.22 -0.16 -0.84  0.13
S 0.72 -1.95 -0.02  0.52
C -2.01 0.84 0.10  0.55
F -2.38 0.02 1.17  -0.35
H 2.96 -1.96 0.93  0.24
H -1.16 0.35 -1.90  0.19
C 2.31 0.03 0.42  -0.25
C 1.06 0.60 -0.02  -0.24

***

No. 5
One molecule with the formula C6H5F5N2 at a distorted geometry, computed with ωB97M-V with the def2-TZVPD basis set.

Results
- SMILES = N[C@]1(F)NC=CC(F)=C1C(F)(F)F
- energy above the lowest of the compared OMol25 structures with the same formula, charge and spin (kJ/mol) = 0.0
- total charge = 0
- E_LUMO (eV) = 0.60
- gap between HOMO and LUMO (eV) = 9.342

Last column: natural (NBO) charge in e.
CARTESIAN COORDINATES (ANGSTROEM)
C 0.70 2.12 -0.25  -0.42
F 1.63 2.75 1.81  -0.30
F 1.00 1.35 3.94  -0.31
C 0.09 1.19 -1.02  0.10
F -0.11 -0.47 3.67  -0.33
C -0.37 -0.35 0.85  0.62
H -0.73 -2.31 0.65  0.37
N -0.02 -1.69 1.03  -0.84
C 0.55 0.69 1.71  -0.29
H 0.15 -1.95 1.99  0.40
N -0.34 0.01 -0.52  -0.58
H 1.04 3.06 -0.65  0.24
F -1.72 -0.11 1.30  -0.40
F 1.98 -0.43 3.22  -0.33
C 0.94 1.83 1.12  0.48
H -0.07 1.34 -2.08  0.22
C 0.85 0.31 3.12  0.97
H -0.75 -0.67 -1.15  0.41

***

No. 6
C6H5FI4V as an isolated structure, computed with ωB97M-V with the def2-TZVPD basis set.

Results
- energy above the lowest of the compared OMol25 structures with the same formula, charge and spin (kJ/mol) = 0.0
- total charge = -1
- multiplicity = 3
- E_LUMO (spin up / spin down) (eV) = 1.74 / 2.66
- gap between HOMO and LUMO (spin up / spin down) (eV) = 7.408 / 8.310

Last column: Löwdin spin population.
CARTESIAN COORDINATES (ANGSTROEM)
I -3.38 -29.99 -18.24  -0.03
H -3.14 -24.65 -18.79  0.00
F -3.91 -26.90 -19.73  0.00
H -6.10 -26.71 -21.05  0.00
H -4.41 -22.50 -19.07  0.00
C -4.59 -25.75 -19.91  0.00
H -6.51 -22.49 -20.38  0.00
C -4.78 -23.41 -19.51  0.00
C -5.96 -23.41 -20.25  0.00
I -0.57 -26.37 -18.40  -0.03
I -1.83 -28.26 -22.15  -0.04
I 0.74 -30.28 -19.40  -0.04
V -1.44 -28.65 -19.52  2.14
C -6.42 -24.60 -20.82  0.00
H -7.33 -24.61 -21.41  0.00
C -5.74 -25.77 -20.64  0.00
C -4.07 -24.60 -19.34  0.00

***

No. 7
One molecule with the formula C6H5FO at a distorted geometry, computed with ωB97M-V with the def2-TZVPD basis set.

Results
- SMILES = O=C1C=C[C@@H]2C[C@]12F
- energy above the lowest of the compared OMol25 structures with the same formula, charge and spin (kJ/mol) = 191.3
- total charge = 0
- E_LUMO (eV) = -0.16
- gap between HOMO and LUMO (eV) = 9.671

Last column: natural (NBO) charge in e.
CARTESIAN COORDINATES (ANGSTROEM)
H -0.98 0.32 2.11  0.24
H 0.80 2.89 -0.28  0.23
H 2.54 1.11 -0.16  0.23
O 1.57 -1.57 0.33  -0.50
C 1.51 0.92 -0.18  -0.30
C -0.61 -0.38 -0.06  0.24
C -1.33 0.15 1.12  -0.41
C 0.46 1.80 -0.35  -0.14
C 0.91 -0.53 0.14  0.53
F -1.17 -1.32 -0.87  -0.31
H -2.43 0.01 0.84  0.24
H -1.85 1.53 -0.68  0.25
C -0.97 1.12 -0.11  -0.29

***

No. 8
C6H5FeN5O2SbSe4 as an isolated structure at a distorted geometry, computed with ωB97M-V with the def2-TZVPD basis set.

Results
- total charge = 0
- multiplicity = 6
- E_LUMO (spin up / spin down) (eV) = -0.81 / -2.54
- gap between HOMO and LUMO (spin up / spin down) (eV) = 7.015 / 5.684

Last column: Löwdin spin population.
CARTESIAN COORDINATES (ANGSTROEM)
H -4.66 -2.06 -0.21  0.00
N -1.76 -0.88 -0.17  0.01
N -3.68 -1.85 -0.13  0.00
N 0.65 -1.90 0.76  0.05
N -2.84 -2.76 0.39  0.00
H 2.84 -4.10 1.98  0.00
Fe 0.16 0.16 0.07  2.82
H -3.48 0.15 -0.89  0.00
C 1.81 -2.41 1.16  0.00
Se 0.64 0.02 -2.06  0.16
Se 3.49 1.54 -4.36  0.87
C 1.90 -3.70 1.65  0.00
H -1.19 -4.64 1.35  0.00
O 0.46 1.65 2.19  0.03
C -0.42 -2.70 0.82  0.00
Se 1.76 1.57 0.88  -0.02
C -0.32 -4.00 1.30  0.00
O -0.54 0.79 1.63  0.07
N 0.84 -4.50 1.72  0.00
C -1.68 -2.14 0.36  0.00
C -3.03 -0.73 -0.46  0.00
Sb 3.17 0.68 -2.06  0.13
Se 4.30 -1.51 -1.97  0.86
H 2.67 -1.76 1.09  0.00